Record 1
A cluster of 3 separate species, C4H10N3O3 in total. Source: OMol25; level of theory: ωB97M-V/def2-TZVPD.

ORCA input file:
```
! wB97M-V def2-TZVPD RIJCOSX def2/J DEFGRID3
* xyz 1 1
C 0.59505 -0.67108 0.27043
C -1.12566 1.06708 0.07788
C 1.03937 -0.13156 2.66974
C 1.18851 0.03225 1.19865
N -0.82423 1.60815 -0.90574
N 0.51109 -1.26716 -0.84314
N -1.71901 0.69125 1.14889
O 1.54254 -2.14918 -1.11149
O -0.41903 -1.22332 -1.67399
O -0.54430 0.88072 -3.26075
H 2.04208 -0.22364 3.08929
H 0.47698 -1.02506 2.93251
H 0.60102 0.75565 3.13037
H 1.79554 0.88402 0.89350
H 1.32267 -2.67341 -1.90341
H -0.65468 1.40148 -2.00624
H -2.69979 0.91674 1.26469
H -1.27135 0.13560 1.86341
H -0.55084 -0.07144 -3.01791
H -1.30597 1.06292 -3.81670
*
```

Results
Kohn-Sham gap: 9.7 eV
Energy relative to the best compared isomer or geometry (same formula, charge and spin): 131.19 kcal per mole

Record 2
A structure of composition C33H32N12O2W. Source: OMol25; level of theory: ωB97M-V/def2-TZVPD.

ORCA input file:
```
! wB97M-V def2-TZVPD RIJCOSX def2/J DEFGRID3
* xyz 2 1
W -0.16029 -0.34433 -0.34230
O 3.20306 -2.10333 1.22212
C 2.26264 -1.81180 0.53181
N 1.14735 -1.10146 0.94789
C 0.97898 -0.92396 2.37676
C -0.48381 -0.73518 2.64259
C -1.01894 -0.69021 3.91801
C -2.38981 -0.58052 4.06831
C -3.19715 -0.51627 2.93879
C -2.59910 -0.54457 1.70094
N -1.26525 -0.64298 1.55046
C 2.10108 -2.24262 -0.89388
C 3.12437 -2.81680 -1.60571
C 2.85104 -3.23134 -2.90783
C 1.58212 -3.04355 -3.42830
C 0.61838 -2.41322 -2.65503
N 0.87670 -2.02301 -1.40472
H 1.56026 -0.07769 2.75567
H 1.34353 -1.80849 2.90601
H -0.36547 -0.76667 4.77688
H -2.82939 -0.55684 5.05680
H -4.27242 -0.44442 3.01552
H -3.18705 -0.48995 0.79427
H 4.09009 -2.94926 -1.13841
H 3.62196 -3.69740 -3.50721
H 1.33195 -3.35969 -4.43101
H -0.37475 -2.21765 -3.03581
C -2.36725 -5.55483 0.17334
C -3.20045 -4.94760 -0.75515
C -3.00490 -3.62772 -1.12436
C -1.95637 -2.90489 -0.55417
C -1.11788 -3.51119 0.37684
C -1.32655 -4.83287 0.73677
N -1.74157 -1.51948 -0.95422
N -2.68237 -1.07665 -1.72074
C -2.50104 0.19839 -2.10808
C -3.40979 0.81539 -2.98548
C -3.15798 2.09651 -3.38402
C -2.00949 2.74327 -2.89567
C -1.17198 2.09679 -2.03321
N -1.40703 0.81973 -1.61369
H -2.52737 -6.58693 0.45428
H -4.01195 -5.50564 -1.20204
H -3.65630 -3.17077 -1.85065
H -0.29979 -2.97598 0.83095
H -0.66858 -5.29536 1.46020
H -4.26870 0.25257 -3.32131
H -3.82415 2.60549 -4.06663
H -1.77196 3.75228 -3.20290
H -0.28069 2.55772 -1.63592
C 3.43837 2.61013 2.75657
C 3.66233 2.00203 1.39266
N 2.37582 1.54619 0.86471
C 1.19021 2.10796 1.14471
N 0.04640 1.56349 0.63408
C -1.19601 2.23308 1.05665
C -1.03802 3.73568 1.11605
C -0.00596 4.02152 2.17475
N 1.16265 3.15881 1.98141
C 2.37776 3.67756 2.62833
H 4.35978 3.05171 3.13143
H 3.12544 1.84373 3.47016
H 4.31630 1.13250 1.44809
H 4.11336 2.72033 0.70607
H 2.41038 1.01680 0.00987
H -1.48224 1.87213 2.05270
H -1.99441 1.94882 0.37515
H -1.98462 4.21224 1.36680
H -0.71190 4.12531 0.14921
H -0.41130 3.86377 3.17789
H 0.34515 5.05295 2.11992
H 2.07515 4.04878 3.60785
H 2.75000 4.52977 2.05254
O 1.24952 0.56498 -1.57375
N 1.14533 0.50348 -2.91368
C 1.99710 1.25974 -3.51315
C 2.91664 2.07323 -2.76811
N 3.61103 2.68712 -2.09125
C 1.99175 1.26925 -4.94359
N 1.97808 1.27191 -6.09085
*
```

Results
Kohn-Sham gap (alpha / beta): 6.3 / 6.3 eV

Record 3
The ion C3H7BrN3 with charge +1. Source: OMol25; level of theory: ωB97M-V/def2-TZVPD.

ORCA input file:
```
! wB97M-V def2-TZVPD RIJCOSX def2/J DEFGRID3
* xyz 1 1
C 0.52165 0.54065 1.15284
C -0.96786 0.10419 0.46191
C -0.89715 -0.58032 -1.00690
N 0.90438 0.98794 2.22585
N 1.32632 0.16336 0.17331
N 0.62899 -0.27174 -1.10686
Br -1.86738 0.04311 -2.45903
H -1.67947 0.88070 0.55420
H -1.41000 -0.59357 1.17950
H -0.87591 -1.66445 -0.89452
H 0.30372 1.01429 2.97305
H 2.26127 0.32160 0.05563
H 1.00983 -1.23047 -1.35715
H 0.74161 0.28472 -1.95186
*
```

Results
Kohn-Sham gap: 10.4 eV
Energy relative to the best compared isomer or geometry (same formula, charge and spin): 67.43 kcal per mole

Record 4
A structure of composition C41H56BClN6O3PdTe. Source: OMol25; level of theory: ωB97M-V/def2-TZVPD.

ORCA input file:
```
! wB97M-V def2-TZVPD RIJCOSX def2/J DEFGRID3
* xyz 0 3
Pd -0.17431 0.38043 -0.88182
C 1.47176 5.31763 0.53008
C 1.16470 4.30170 -0.51626
C 1.29231 4.39700 -1.88541
C 0.86579 3.15512 -2.38397
N 0.50844 2.38241 -1.38172
N 0.68516 3.07580 -0.22317
B 0.38488 2.45754 1.17945
N 1.30481 1.19825 1.36379
N 2.02011 0.78904 0.28260
C 3.07661 0.11840 0.73481
C 3.00200 0.01802 2.13413
C 1.87188 0.72776 2.49116
C 1.30607 1.00256 3.83785
C 4.28757 -0.17863 -0.12781
C 4.07702 0.25079 -1.58002
C 4.70200 -1.64831 -0.03815
C 5.42898 0.68428 0.44120
N -1.12679 2.14318 1.26254
N -1.73583 1.79428 0.10308
C -3.03661 1.98303 0.25499
C -3.29053 2.43825 1.56130
C -2.05242 2.55841 2.15565
C -1.71739 3.04034 3.52552
C -4.04725 1.87111 -0.86210
C -3.36753 1.74533 -2.22427
C -4.88723 3.15713 -0.86086
C -4.97132 0.67425 -0.61492
C 0.80946 2.72058 -3.82331
C 0.35595 1.26774 -3.95886
C -0.17328 3.62763 -4.57484
C 2.20780 2.86812 -4.43637
H 1.82600 6.23091 0.05604
H 2.24164 4.96254 1.21362
H 0.58942 5.55638 1.12199
H 1.64167 5.24803 -2.43903
H 0.65900 3.24933 2.03575
H 3.69883 -0.45154 2.80442
H 1.92229 0.53324 4.60274
H 0.29677 0.60018 3.92041
H 1.25819 2.07247 4.03662
H 3.30963 -0.33347 -2.08744
H 5.01063 0.11832 -2.12875
H 3.78953 1.29960 -1.63077
H 3.96999 -2.30583 -0.51047
H 4.81742 -1.95637 1.00084
H 5.65880 -1.79608 -0.53911
H 5.14509 1.73489 0.45409
H 6.31975 0.57396 -0.17744
H 5.68137 0.38959 1.45845
H -4.23697 2.69864 1.99685
H -2.60317 3.47726 3.98301
H -0.93211 3.79171 3.50851
H -1.37694 2.22523 4.16012
H -2.70213 2.59279 -2.40439
H -4.13168 1.73352 -3.00309
H -2.79031 0.82539 -2.30272
H -4.25115 4.03664 -0.95971
H -5.46614 3.26060 0.05567
H -5.58647 3.14141 -1.69811
H -4.41959 -0.26162 -0.64482
H -5.74581 0.63436 -1.38369
H -5.46289 0.74873 0.35537
H -0.63671 1.10569 -3.52173
H 1.06543 0.58462 -3.47811
H 0.30067 1.00591 -5.01628
H -1.18341 3.51295 -4.18369
H -0.18369 3.36886 -5.63396
H 0.10592 4.67608 -4.48337
H 2.91550 2.19681 -3.95079
H 2.58272 3.88416 -4.33328
H 2.17620 2.62465 -5.49848
C -1.91571 -4.80277 1.98984
C -1.85928 -3.49449 2.72899
C -1.00442 -3.34846 3.81933
C -0.95645 -2.16004 4.51975
Cl 0.12989 -2.01186 5.87677
C -1.76221 -1.08775 4.17449
C -2.59870 -1.21162 3.08296
C -2.63425 -2.39496 2.35874
O -3.50348 -2.46242 1.27762
C -2.90861 -2.54624 -0.01020
C -1.96409 -1.41063 -0.36602
O -1.10228 -1.03426 0.45667
O -1.96358 -0.97748 -1.54155
H -1.84212 -5.63604 2.68849
H -1.08957 -4.90135 1.27901
H -2.85013 -4.90302 1.44134
H -0.38438 -4.17828 4.13130
H -1.72405 -0.17293 4.74174
H -3.20701 -0.38090 2.75375
H -3.72339 -2.59257 -0.73191
H -2.31878 -3.46943 -0.09289
C 1.05850 -3.05069 0.48733
Te 1.17865 -1.91675 -1.31142
C 0.02578 -3.54178 -2.06295
C 0.58672 -4.71396 -1.29823
C 0.64087 -5.99549 -1.82470
C 1.16643 -7.03822 -1.07468
C 1.64626 -6.79883 0.20318
C 1.61229 -5.51495 0.72801
C 1.08847 -4.46853 -0.01626
H 0.12191 -2.78136 0.98018
H 1.88888 -2.78983 1.14132
H 0.12302 -3.62969 -3.14196
H -1.01826 -3.34734 -1.81600
H 0.27083 -6.18026 -2.82399
H 1.21153 -8.03329 -1.49351
H 2.06249 -7.60786 0.78674
H 2.00209 -5.32344 1.71911
*
```

Results
Kohn-Sham gap (alpha / beta): 7.9 / 7.4 eV
Expectation value of S²: 2.007
Energy relative to the best compared isomer or geometry (same formula, charge and spin): 0.00 kcal per mole

Record 5
A structure of composition C31H28FN2O5PdS2. Source: OMol25; level of theory: ωB97M-V/def2-TZVPD.

ORCA input file:
```
! wB97M-V def2-TZVPD RIJCOSX def2/J DEFGRID3
* xyz -1 1
Pd -0.39227 0.12427 -0.38395
C 5.44999 5.09691 -0.34366
C 5.77201 3.65205 -0.71279
C 7.21110 3.34364 -0.32458
C 7.55308 1.89137 -0.59997
C 6.59568 1.00227 0.14030
C 6.98106 -0.23697 0.59926
C 6.06556 -1.05200 1.25364
F 6.48952 -2.26495 1.68647
C 4.77463 -0.66425 1.45666
C 4.36419 0.59539 1.00627
C 2.94928 0.98028 1.21672
O 2.19231 0.27616 1.87607
C 2.57574 2.23385 0.59740
C 3.52163 3.00885 0.03542
N 4.85551 2.69807 -0.06314
C 5.27413 1.44415 0.36064
C 1.12758 2.71859 0.61432
O 0.80100 3.48530 1.52302
O 0.42152 2.28609 -0.34322
H 6.24580 5.73970 -0.72267
H 5.39916 5.20728 0.74076
H 4.51506 5.45336 -0.76888
H 5.67811 3.53518 -1.80034
H 7.34582 3.56342 0.73923
H 7.86583 4.01252 -0.88566
H 8.57888 1.66460 -0.30517
H 7.47992 1.70076 -1.67621
H 7.99392 -0.58889 0.44565
H 4.04788 -1.29766 1.94674
H 3.23649 3.96146 -0.38442
O -2.29351 1.97294 0.27833
H -2.11182 1.51892 1.11515
H -1.44553 2.40625 0.06167
O -1.62737 0.16384 2.52722
S -2.02398 0.22284 3.95938
C -1.44882 -1.34932 4.62416
C -2.16314 -2.00339 5.61116
C -1.70732 -3.23195 6.07669
C -0.55575 -3.78913 5.54266
C 0.14810 -3.12381 4.54274
C -0.29660 -1.89832 4.07625
C -0.83218 1.22522 4.84567
C -1.13131 1.63943 6.13723
C -0.20124 2.39810 6.82709
C 0.99920 2.74552 6.21347
C 1.26771 2.33993 4.91574
C 0.34555 1.57079 4.21714
H -3.07195 -1.56373 6.00514
H -2.25901 -3.75645 6.84651
H -0.20548 -4.74915 5.90026
H 1.04612 -3.56246 4.12653
H 0.22802 -1.36277 3.29108
H -2.07850 1.37342 6.59351
H -0.41500 2.73106 7.83501
H 1.71934 3.35091 6.75008
H 2.18658 2.63085 4.42476
H 0.53730 1.26174 3.19795
S 0.31280 -1.79900 -1.47360
C -1.21397 -1.70146 -0.66292
N -1.37625 -2.40977 0.55815
C -2.56642 -2.58035 1.19042
C -3.73228 -2.24308 0.60196
C -3.67247 -1.69366 -0.72842
C -2.49283 -1.47690 -1.34122
H -0.51820 -2.62070 1.03934
H -2.51008 -3.01434 2.18051
H -4.67025 -2.39055 1.11535
H -4.59384 -1.44646 -1.24227
H -2.44095 -1.07188 -2.34146
*
```

Results
Kohn-Sham gap: 5.7 eV
Energy relative to the best compared isomer or geometry (same formula, charge and spin): 19.27 kcal per mole

Record 6
The ion C5H8NO with charge +1. Source: OMol25; level of theory: ωB97M-V/def2-TZVPD.

ORCA input file:
```
! wB97M-V def2-TZVPD RIJCOSX def2/J DEFGRID3
* xyz 1 1
C -1.19069 -1.69272 -0.07582
C 2.53350 0.80189 -0.03031
C 1.11156 -1.17086 -0.12218
C -0.32148 -0.70695 -0.06936
C -1.62470 1.37673 0.05160
N 2.02692 -0.31306 -0.03630
O -0.43274 0.60976 -0.05550
H -2.21326 -1.38839 0.02368
H -1.15917 -2.76633 0.08691
H 2.60250 1.48844 -0.86800
H 3.06273 1.03973 0.89167
H 1.47352 -2.21042 -0.23622
H -1.38454 2.46665 0.34164
H -2.28199 1.05310 0.94170
H -2.20216 1.41244 -0.84351
*
```

Results
Kohn-Sham gap: 8.7 eV
Energy relative to the best compared isomer or geometry (same formula, charge and spin): 57.28 kcal per mole

Record 7
A cluster of 6 separate species, C14H35NO5S5 in total. Source: OMol25; level of theory: ωB97M-V/def2-TZVPD.

ORCA input file:
```
! wB97M-V def2-TZVPD RIJCOSX def2/J DEFGRID3
* xyz 0 1
C 6.14765 -1.72000 -2.22979
S 5.19379 -0.23790 -2.74847
O 5.31591 -0.08120 -4.28103
C 3.49200 -0.93682 -2.51589
H 7.14044 -1.39820 -1.91527
H 6.48334 -2.39669 -3.01560
H 5.65485 -2.30284 -1.45163
H 3.27220 -1.40632 -3.47472
H 2.84754 -0.05776 -2.51169
H 3.44652 -1.65742 -1.69933
C -0.10512 1.15851 -1.87125
S -0.27404 -0.55105 -1.19896
O 1.15195 -0.76484 -0.60661
C -1.52237 -0.02513 0.05063
H 0.80192 1.09483 -2.47236
H 0.12301 1.81876 -1.03452
H -0.94492 1.60240 -2.40585
H -1.06734 0.78135 0.62565
H -1.61848 -0.84970 0.75699
H -2.51319 0.20481 -0.34118
C -0.20809 4.55675 -3.32958
S 1.47551 4.66661 -2.63065
O 1.36714 3.75744 -1.40417
C 2.38952 3.54833 -3.83721
H -0.40156 5.17888 -4.20343
H -0.63577 5.08238 -2.47583
H -0.63361 3.55352 -3.30599
H 1.92086 2.56454 -3.86206
H 3.39074 3.58133 -3.40758
H 2.31047 3.87079 -4.87542
C -1.54031 -3.77238 2.25610
S -2.43512 -2.62206 3.47516
O -3.87254 -2.53647 3.03803
C -2.58477 -3.70659 4.97717
H -1.62541 -3.30145 1.27678
H -1.96866 -4.73859 1.98954
H -0.51861 -3.95768 2.58762
H -3.01119 -4.65303 4.64475
H -3.19747 -3.11053 5.65349
H -1.58952 -4.02243 5.28994
C -6.14741 -0.62932 2.08068
S -6.28904 -0.80728 0.23776
O -6.07406 0.65428 -0.14859
C -4.67184 -1.68739 0.02113
H -6.71914 0.19860 2.49993
H -5.11636 -0.48917 2.40530
H -6.46999 -1.56653 2.53421
H -4.77223 -2.71475 0.37121
H -3.89453 -1.26702 0.65923
H -4.29701 -1.57644 -0.99637
N 2.20495 1.09120 1.19809
C 2.20218 0.19528 2.20994
C 2.46464 0.90916 3.37342
C 2.43874 2.32717 3.01453
C 2.19106 2.32503 1.68736
H 2.03169 0.84655 0.23361
H 2.02959 -0.84143 1.96124
H 2.44772 0.54338 4.38945
H 2.66936 3.10234 3.73030
H 2.11439 3.17215 1.02185
*
```

Results
Kohn-Sham gap: 8.1 eV
Energy relative to the best compared isomer or geometry (same formula, charge and spin): 13.97 kcal per mole

Record 8
The ion C8H8NO3S2 with charge -1. Source: OMol25; level of theory: ωB97M-V/def2-TZVPD.

ORCA input file:
```
! wB97M-V def2-TZVPD RIJCOSX def2/J DEFGRID3
* xyz -1 1
C 3.73614 -0.59033 1.19322
C 3.75293 0.32308 0.15569
C 2.78707 -1.65774 0.93405
C 3.01497 -0.08403 -0.90759
C 1.69260 3.30857 -1.70210
C 0.19001 1.36383 -2.45798
C -2.79098 0.74856 -1.60114
C -1.48341 -0.05957 -1.76973
N 0.92849 2.47597 -1.92601
O -0.43059 1.49597 -3.49191
O 1.37110 0.34325 -2.98252
O -0.32959 0.59983 -1.36098
S 1.93221 -1.42393 -0.49839
S 2.83729 0.51003 -2.57574
H 4.43801 -0.70321 2.02575
H 4.53040 1.13261 0.18246
H 2.70119 -2.55710 1.53468
H -2.95374 1.41180 -2.37324
H -3.63378 0.11869 -1.67132
H -2.85099 1.32122 -0.65538
H -1.28791 -0.42477 -2.73994
H -1.39447 -1.05656 -1.23991
*
```

Results
Kohn-Sham gap: 6.7 eV
Energy relative to the best compared isomer or geometry (same formula, charge and spin): 41.89 kcal per mole

| no. | total energy (a.u.) | largest force on an atom (Eh/bohr) |
| --- | --- | --- |
| 1 | -547.95383 | 0.0369 |
| 2 | -2150.92350 | 0.0118 |
| 3 | -2856.42047 | 0.1047 |
| 4 | -3031.21730 | 0.0200 |
| 5 | -2708.03636 | 0.0087 |
| 6 | -324.94769 | 0.0665 |
| 7 | -2976.06796 | 0.0622 |
| 8 | -1386.43231 | 0.0929 |